1.
87
Properties=species:S:1:pos:R:3:forces:R:3 method="wB97M-V/def2-TZVPD" e_lumo_ev="-2.685 / -4.934" e_above_lowest_kcal_mol=0.0 total_energy_ha=-2032.7740 multiplicity=3 gap_ev="8.1299 / 5.8847" total_charge=+1 homo_ev="-10.815 / -10.818"
H -4.7081 0.5080 -2.0183 0.0 -0.7 0.2
H 3.3832 1.1152 -1.0987 0.3 0.1 0.2
N 1.9458 -3.0102 -0.6673 -0.3 -0.3 -0.4
C 3.1729 2.0964 -0.6477 -1.3 -0.3 -0.7
C 6.1124 2.1970 1.4916 0.7 0.2 -0.3
C -4.0228 0.4197 -0.0647 -1.0 0.4 0.3
C 2.8118 -1.2222 0.7505 0.7 0.5 -0.3
H 0.5092 -4.2446 -4.6817 0.1 0.0 0.1
H -2.1894 -0.5990 -5.8013 0.1 -0.1 0.1
H -0.3276 -5.2622 -3.5350 0.0 0.0 0.0
C -1.1112 3.5032 3.0647 -0.3 0.6 -0.1
H 3.6246 -4.5776 1.0111 -0.1 0.0 -0.2
N -0.3475 1.5077 1.9330 0.2 0.9 0.4
H 0.0165 2.1946 1.2754 -0.1 0.0 0.0
H 1.1954 1.6575 -1.0206 0.2 0.7 -0.3
H 6.0906 3.2217 1.8861 -0.3 -0.1 0.1
H 1.3793 -2.2264 -0.9663 -0.2 0.1 0.1
H -5.4716 -1.1671 0.0237 0.2 -0.2 0.0
H 3.3719 -0.8893 -0.1353 -0.1 -0.2 0.0
H -5.9681 1.3470 -0.3008 -0.1 0.2 0.1
H -0.5403 0.6682 1.4097 -0.5 -0.1 0.0
H 1.8646 -0.6560 0.7441 0.0 -0.2 0.2
H -0.1171 3.5086 3.5342 -0.1 0.0 0.0
N 1.7246 2.1538 -0.2923 -0.4 -1.2 -0.1
C 2.9741 -0.8870 3.0923 0.1 -0.3 -0.1
H -1.8532 3.8848 3.7870 0.2 0.0 -0.1
H 3.0076 2.8988 -2.6432 -0.3 0.2 0.1
C 3.4551 3.1604 -1.6840 1.0 0.1 -0.1
H 0.0645 -2.4360 -2.6988 -0.3 0.3 0.1
Cl -0.7761 -0.5903 -0.7383 -0.2 -0.2 -0.3
C 0.2289 -4.3255 -3.6300 -0.2 -0.2 -0.3
H -1.0608 0.7048 4.2278 0.1 0.0 -0.1
H 4.3563 -3.1436 1.6949 0.2 0.0 -0.1
C 3.9465 2.2432 0.6175 0.0 0.4 0.5
O 3.6322 -0.8301 1.8338 -0.4 -0.1 0.3
H -5.3054 1.4758 1.3428 0.0 -0.1 0.0
H 5.8540 1.4643 2.2599 -0.1 0.1 0.1
H -3.1499 -3.8766 0.6401 0.0 0.0 0.0
C -5.0575 1.5020 0.2818 0.4 -0.1 -0.1
H -3.3210 1.1729 -1.7818 0.5 -0.7 -0.2
H -2.0124 -3.0885 -4.8677 0.1 -0.2 0.1
H -1.3526 6.1302 2.8890 0.0 -0.1 0.0
H -1.2604 -4.1324 -1.5377 0.1 0.8 0.3
O -1.1209 4.3134 1.8938 0.1 -0.1 0.4
H 1.8101 -3.0034 1.3884 0.2 -0.1 0.1
N -1.6838 -3.5142 -2.2409 0.2 -1.4 -0.3
H 7.1457 2.0264 1.1754 -0.2 -0.1 0.0
C -0.7060 5.6388 2.1506 0.0 0.0 -0.1
Pd -2.7318 -1.6430 -1.7373 0.6 0.5 -0.5
H -2.3484 2.1975 1.9475 0.0 0.4 0.3
H 3.7810 3.2535 1.0271 -0.1 -0.1 0.0
H 3.5531 1.5145 1.3447 0.4 0.1 0.0
H -4.6976 -0.7666 1.5647 0.1 -0.1 0.0
H 4.5334 3.2334 -1.8722 -0.1 -0.2 0.1
C -1.4973 2.1185 2.6510 0.3 -1.4 -1.2
H 2.0255 -0.3400 3.0601 0.0 0.1 0.1
H -3.3718 -0.0278 -4.6527 0.1 0.0 0.3
C 2.5557 -2.7208 0.6368 -0.3 0.0 -0.2
C -4.5169 -0.8808 0.4931 0.1 -0.5 0.0
H -4.1829 -3.0850 1.8505 0.0 0.0 0.0
C -1.9157 1.2247 3.7952 -0.2 0.1 1.0
H 1.1275 -4.3921 -3.0254 0.0 -0.1 0.1
H -2.6710 0.4858 3.5197 0.2 -0.1 -0.2
O 5.3105 2.0639 0.3439 0.0 -0.2 0.1
H -4.6417 2.4940 0.1036 -0.1 0.0 -0.2
H 0.3327 5.6721 2.5011 -0.1 0.0 0.0
N -3.8157 0.2969 -1.5576 0.1 1.4 0.9
H -3.1047 0.6652 0.4685 0.4 -0.1 -0.6
O -3.5134 -1.9107 0.2864 -0.9 0.6 0.3
H -2.1939 -4.2438 -2.7631 -0.4 0.6 0.1
H 4.4704 -3.4350 -0.0562 0.1 0.1 0.0
C -3.9556 -3.1635 0.7881 -0.1 -0.4 -0.1
C -2.3159 -0.2742 -4.7646 0.1 -0.1 -0.4
H 2.6414 -3.1383 -1.3959 0.2 0.1 0.3
C -1.2675 -2.4519 -4.3678 -0.3 0.4 -0.4
H 2.7828 -1.9209 3.4172 0.0 0.1 -0.2
C 3.8281 -3.5243 0.8208 -0.1 0.0 0.4
C -0.6097 -3.1228 -3.2017 0.6 -0.7 0.1
H -2.3607 1.7997 4.6190 0.0 0.0 -0.2
H -1.6873 0.6015 -4.6036 -0.1 0.0 0.1
H -0.7758 6.1805 1.2095 0.0 0.0 0.0
H -0.5439 -2.1506 -5.1273 0.1 0.0 0.2
H -4.8459 -3.4979 0.2464 0.0 0.0 0.1
H 3.1596 4.1515 -1.3388 -0.4 -0.1 -0.1
H 1.5339 1.4678 0.4486 0.6 0.5 0.2
O -1.9391 -1.3084 -3.8486 -0.4 0.4 0.1
H 3.6547 -0.4547 3.8225 -0.1 0.2 0.0

***

2.
85
Properties=species:S:1:pos:R:3:forces:R:3 method="wB97M-V/def2-TZVPD" e_lumo_ev="2.554 / 2.506" e_above_lowest_kcal_mol=12.1 total_energy_ha=-1444.7298 multiplicity=2 gap_ev="1.5977 / 9.2857" total_charge=-1 homo_ev="0.956 / -6.780"
H -5.8265 -3.1354 -0.6776 -0.5 -0.2 -0.1
C -7.4058 -2.9061 0.9647 -0.1 -0.1 1.8
H 9.2203 -3.6456 -2.1156 0.4 -0.2 0.1
O 1.4127 -2.2024 0.1993 -1.1 0.2 0.5
C 4.2433 -3.5261 -3.3932 1.9 0.6 0.8
H -5.4998 -1.6213 2.2397 0.8 0.0 0.1
H -4.8543 -1.9820 -0.3712 0.2 0.8 -0.1
O -2.0242 4.6353 -0.5686 1.2 -0.6 -0.5
C -0.9659 -2.2046 0.5761 -1.3 -1.1 0.8
O -5.0146 0.0529 0.9973 0.0 -1.3 -0.3
N 1.3002 1.2414 5.4536 0.0 -0.1 -0.5
C 9.2739 -3.5147 -3.1964 0.0 1.2 -0.2
H -1.7897 7.7551 -1.4190 -0.3 0.7 -0.1
C -1.4602 7.6918 -0.3820 -1.9 0.0 -0.5
C -4.3595 0.7834 1.9957 -0.4 1.6 -0.6
H -1.4420 -0.1166 0.5863 -0.5 -0.5 0.8
H -1.4487 1.6702 3.5335 -0.1 0.0 0.1
O 0.4840 1.5334 1.8672 0.2 -0.3 1.0
H 5.7391 -3.0032 -4.8335 0.6 0.7 0.3
H -2.4208 -3.1162 -0.7349 0.1 0.2 -0.3
H -3.4225 0.3669 2.3655 -0.3 -0.4 0.4
H -0.7886 -2.2996 1.6474 0.1 0.7 0.5
N -5.8322 -2.1305 -0.5758 2.5 -0.9 -1.8
N 0.6850 7.2845 -0.9046 2.0 0.6 -2.6
C 1.1767 1.9603 3.0144 0.5 -0.6 1.1
H -7.4295 -1.0571 -0.0058 -0.1 0.5 0.2
H 0.4496 1.6595 -0.1536 0.4 -0.9 0.0
C -0.8917 1.6346 4.4698 0.3 0.4 0.0
C -0.8377 5.2269 -1.1544 -0.9 1.0 -0.9
O 8.0468 -3.7483 -3.7952 -0.1 -0.7 -1.7
H 4.2731 -2.6572 -2.7357 0.1 0.1 0.2
H 0.9304 8.0069 -0.2428 0.3 -0.2 -0.1
H -4.1176 1.7562 1.5677 0.4 0.0 -0.4
H -2.2321 2.9932 -2.0521 0.3 0.7 -0.2
H -6.6313 -0.2925 2.1291 -0.4 -0.2 0.2
N 5.5924 -5.0210 -4.6982 0.6 -1.5 0.2
C 0.5561 1.1813 4.1769 -1.3 0.2 0.7
C 0.2360 -2.9496 -0.0504 -1.6 0.7 0.7
H 1.4775 6.7239 -1.1835 0.1 0.0 0.3
H -1.1021 5.3595 -2.2035 0.1 0.4 -0.4
H 9.5044 -2.4782 -3.4426 0.4 0.4 0.6
C 2.4733 -2.4420 -0.6916 -1.1 -0.4 -0.6
H 0.6399 3.1007 0.5598 0.0 0.8 0.6
H -3.3698 3.1767 -0.7189 -0.1 -0.2 -0.2
H 1.9616 -2.5250 -1.6505 0.6 -0.6 -0.6
H 2.0452 2.1267 0.5315 0.2 -0.7 0.4
H 3.1338 -1.5840 -0.8174 0.1 0.0 0.7
H 6.8085 -2.6491 -2.5224 0.1 0.2 0.0
H -3.1543 -2.4536 0.6830 0.3 0.0 0.5
H 0.7238 0.7509 6.1224 -0.4 0.2 0.3
H -2.1132 -3.9559 0.7493 -0.6 -0.2 0.3
H -5.1145 1.0939 2.7180 0.3 -0.5 0.9
H 3.4480 -3.2631 -4.0907 0.2 -0.6 -0.4
H -0.0664 -3.1417 -1.0798 0.8 0.4 -0.6
H -0.9513 2.5994 4.9736 0.3 0.4 -0.4
C 5.6841 -3.7457 -4.0375 -1.9 0.9 0.1
H 1.2282 3.0370 3.1764 -0.9 0.4 -0.1
H -1.0186 8.6354 -0.0614 0.2 -0.1 -0.2
H -0.1702 -0.6970 -0.0969 0.4 1.1 -0.7
H 0.0263 4.5636 -1.1957 0.1 -0.2 0.6
H -7.9445 -2.5581 1.8461 -0.4 -0.5 0.2
H -8.0778 -3.4557 0.3055 -0.1 0.6 -0.4
H -6.6774 -3.6547 1.2762 0.2 0.0 0.3
H -2.3542 7.5719 0.2300 0.1 -0.6 0.1
C -5.9206 -0.8860 1.5539 -1.1 -0.3 -0.6
H 2.2444 1.7449 2.9749 0.3 -0.7 -0.4
H 6.4880 -5.4326 -4.9183 0.2 0.2 -0.1
C -6.6767 -1.6985 0.4525 -0.8 0.9 0.2
H 4.0199 -4.3880 -2.7644 -0.3 0.0 -0.2
N -1.1496 -0.9079 0.0309 1.9 1.2 -1.1
H 5.0448 -4.9740 -5.5455 0.0 0.1 0.0
C 6.8843 -3.5970 -3.0551 -1.5 -0.8 -0.4
H -0.1341 6.2372 0.5118 -0.9 -0.3 0.8
H 0.1454 -3.9192 0.4391 0.9 -0.4 0.2
C -0.4577 6.5971 -0.4648 -0.1 -2.4 2.6
C -2.3208 3.2673 -1.0009 -0.6 0.9 1.2
H 6.8583 -4.4225 -2.3438 -0.3 0.0 0.5
C 0.9712 2.0732 0.7095 -0.6 1.6 -2.1
H 0.4124 0.1523 3.8474 0.5 -0.2 -0.3
H 2.0910 0.6141 5.4195 0.6 0.1 -0.4
H -1.4022 1.0008 5.1948 0.0 -0.6 -0.2
H 2.9353 -3.3719 -0.3599 0.6 0.0 -0.5
C -2.2552 -2.9595 0.3310 0.3 -1.2 -0.5
H -1.8005 2.5106 -0.4137 0.4 0.2 0.1
H 10.0574 -4.0794 -3.7017 -0.2 -0.5 0.3